1.
Below is a structure of composition C2H2CdFO2 in a non-equilibrium geometry, with properties calculated with ωB97M-V with the def2-TZVPD basis set.

Properties
ΔE to the lowest compared entry with this formula, charge and spin	540.15	kJ/mol
E_LUMO	-6.99	eV
total charge	+1
energy	-13467.4002	eV
strongest force on any atom	0.06004	Eh/bohr
multiplicity	1
HOMO-LUMO gap	0.2700	hartree

Last column: natural (NBO) charge in e.
Positions of all 8 atoms, in Å:
F: -1.915 -1.038 -0.270  -0.189
C: -1.439 -0.014 0.292  0.637
C: -1.266 1.195 0.431  -0.687
H: -1.636 2.209 0.343  0.324
O: 0.997 -0.906 -0.367  -0.665
O: 1.943 -0.322 0.587  -0.613
H: 1.673 -0.670 1.448  0.504
Cd: 0.888 1.092 -0.427  1.690

***

2.
Below is a structure of composition C29H35CsN4O2STe, with properties calculated with ωB97M-V with the def2-TZVPD basis set.

Properties
ΔE to the lowest compared entry with this formula, charge and spin	29.11	kJ/mol
E_LUMO	3.79	eV
total charge	-2
energy	-59374.6455	eV
strongest force on any atom	0.00873	Eh/bohr
multiplicity	1
HOMO-LUMO gap	0.1943	hartree

Last column: Löwdin charge in e.
Positions of all 73 atoms, in Å:
Cs: 0.963 0.534 0.980  0.963
O: 3.127 -0.346 2.735  -0.236
C: 3.304 0.070 3.919  -0.428
C: 4.638 0.202 4.442  -0.053
C: 4.916 0.707 5.689  -0.155
C: 3.886 1.125 6.539  -0.163
C: 2.588 0.986 6.082  -0.104
C: 2.253 0.459 4.830  -0.154
C: 0.816 0.327 4.577  -0.164
N: 0.260 -0.345 3.648  -0.105
N: -1.139 -0.302 3.719  0.021
C: -1.706 -0.821 2.651  -0.551
O: -1.164 -1.296 1.611  -0.228
C: -3.219 -0.782 2.688  -0.136
C: -3.922 -0.978 1.505  -0.026
C: -5.311 -0.934 1.489  -0.098
C: -6.013 -0.708 2.664  -0.130
C: -5.316 -0.518 3.853  -0.115
C: -3.930 -0.548 3.864  -0.048
H: 5.435 -0.111 3.775  0.091
H: 5.952 0.785 6.011  0.079
H: 4.093 1.533 7.521  0.068
H: 1.765 1.288 6.727  0.090
H: 0.179 0.845 5.306  0.101
H: -3.358 -1.150 0.597  0.107
H: -5.841 -1.068 0.554  0.093
H: -7.097 -0.674 2.654  0.083
H: -5.858 -0.338 4.775  0.085
H: -3.366 -0.386 4.773  0.095
C: 0.277 -3.769 -0.238  -0.210
C: 0.686 -3.963 1.243  -0.211
N: 1.687 -3.061 1.762  -0.054
C: 3.070 -3.238 1.393  -0.286
C: 3.487 -3.307 -0.088  -0.461
S: 3.276 -1.808 -1.113  0.830
C: 2.054 -2.355 -2.339  -0.485
C: 0.590 -2.064 -1.989  -0.312
N: 0.284 -2.373 -0.620  -0.109
H: -0.710 -4.239 -0.386  0.111
H: 0.964 -4.306 -0.896  0.085
H: 1.021 -4.999 1.385  0.108
H: -0.211 -3.824 1.851  0.101
H: 1.386 -2.118 1.557  0.010
H: 3.431 -4.176 1.842  0.108
H: 3.612 -2.422 1.874  0.089
H: 2.981 -4.120 -0.608  0.050
H: 4.556 -3.540 -0.112  0.055
H: 2.225 -3.420 -2.512  0.057
H: 2.303 -1.850 -3.275  0.061
H: -0.040 -2.602 -2.722  0.114
H: 0.380 -1.004 -2.146  0.035
H: -0.512 -1.878 -0.233  0.062
C: -0.623 5.259 -7.231  -0.080
C: -0.885 4.342 -6.065  -0.305
C: -2.174 3.975 -5.708  -0.049
C: -2.432 3.133 -4.627  -0.342
C: -3.861 2.793 -4.308  -0.141
C: -1.372 2.623 -3.858  -0.589
Te: -1.744 1.364 -2.174  0.563
C: -0.060 2.984 -4.222  -0.335
C: 1.132 2.482 -3.457  -0.121
C: 0.159 3.830 -5.305  -0.047
H: -1.555 5.525 -7.735  0.061
H: 0.032 4.793 -7.972  0.067
H: -0.141 6.188 -6.915  0.068
H: -3.014 4.355 -6.284  0.097
H: -4.539 3.263 -5.025  0.058
H: -4.119 3.115 -3.297  0.050
H: -4.014 1.712 -4.314  0.046
H: 1.083 1.400 -3.326  0.037
H: 1.151 2.906 -2.450  0.064
H: 2.060 2.747 -3.969  0.064
H: 1.183 4.090 -5.561  0.104

***

3.
Below is a cluster of 3 separate species, C35H53N7O4P2 in total in a non-equilibrium geometry, with properties calculated with ωB97M-V with the def2-TZVPD basis set.

Properties
E_LUMO	-1.65	eV
energy	-74332.2324	eV
strongest force on any atom	0.15369	Eh/bohr
multiplicity	1
HOMO-LUMO gap	0.2031	hartree

Last column: Löwdin charge in e.
Positions of all 101 atoms, in Å:
C: -1.305 -1.202 0.867  -0.085
C: -1.211 -1.320 -0.704  -0.176
C: -1.826 -2.584 -1.391  -0.035
C: -1.825 -2.777 -2.939  -0.077
C: -1.188 -1.640 -3.781  -0.080
C: -0.557 -0.391 -3.090  -0.016
C: -0.555 -0.191 -1.527  -0.132
C: 0.086 1.177 -1.000  -0.127
C: 0.944 1.124 0.348  -0.094
C: 0.574 2.190 1.463  0.045
C: 1.277 2.264 2.857  -0.112
C: 0.712 3.408 3.869  -0.218
C: -0.415 2.969 4.836  0.005
C: -1.002 4.074 5.775  -0.037
C: -0.401 5.517 5.624  -0.048
C: 0.737 5.690 4.593  -0.125
N: 1.291 4.702 3.724  0.056
C: 2.404 1.266 3.208  0.058
C: 2.777 0.205 2.111  -0.018
C: 2.067 0.129 0.707  -0.014
C: 2.488 -1.008 -0.315  -0.279
O: 2.485 -0.805 -1.552  0.047
C: 2.959 -2.405 0.349  0.021
C: 3.619 -2.328 1.617  0.011
C: 3.898 -0.924 2.359  -0.285
O: 4.899 -0.777 3.096  0.041
H: -2.119 -1.866 1.333  0.074
H: -0.306 -1.610 1.290  0.084
H: -1.357 -0.113 1.249  0.085
H: -2.297 -3.409 -0.753  0.088
H: -2.292 -3.667 -3.477  0.082
H: -1.160 -1.658 -4.932  0.084
H: -0.119 0.417 -3.760  0.084
H: -0.729 1.975 -0.894  0.121
H: 0.803 1.541 -1.832  0.126
H: -0.262 2.944 1.225  0.112
H: -0.807 1.899 4.854  0.095
H: -1.837 3.807 6.501  0.087
H: -0.844 6.328 6.283  0.083
H: 1.176 6.752 4.502  0.103
H: 2.934 1.310 4.229  0.121
H: 2.787 -3.397 -0.192  0.121
H: 3.935 -3.340 2.067  0.121
C: -3.088 -4.211 4.537  -0.141
N: -2.576 -3.172 5.395  -0.344
C: -1.179 -3.414 5.734  -0.129
P: -3.272 -1.737 5.982  0.790
O: -2.478 -0.849 5.007  -0.264
N: -4.804 -1.302 5.329  -0.329
C: -5.282 -1.829 4.060  -0.137
C: -5.018 0.154 5.329  -0.149
N: -4.182 -2.723 7.152  -0.353
C: -3.545 -2.773 8.468  -0.155
C: -5.022 -3.875 6.945  -0.123
H: -2.998 -5.191 5.025  0.082
H: -2.543 -4.258 3.588  0.081
H: -4.139 -4.103 4.285  0.049
H: -1.105 -4.015 6.649  0.071
H: -0.642 -2.478 5.907  0.068
H: -0.644 -3.937 4.934  0.081
H: -4.484 -1.963 3.321  0.079
H: -6.035 -1.174 3.596  0.087
H: -5.809 -2.772 4.202  0.057
H: -4.524 0.645 4.483  0.078
H: -4.624 0.597 6.251  0.070
H: -6.085 0.388 5.301  0.080
H: -2.774 -3.553 8.511  0.069
H: -4.277 -2.960 9.260  0.077
H: -3.070 -1.815 8.699  0.070
H: -4.447 -4.808 6.969  0.084
H: -5.590 -3.837 6.020  0.062
H: -5.771 -3.933 7.743  0.090
C: 4.547 3.179 -6.726  -0.143
N: 3.646 2.153 -6.266  -0.345
C: 3.967 1.745 -4.904  -0.123
P: 2.286 1.431 -6.984  0.792
O: 1.292 2.202 -6.093  -0.259
N: 1.727 2.132 -8.454  -0.331
C: 2.067 3.493 -8.839  -0.141
C: 0.279 1.950 -8.645  -0.150
N: 3.400 0.472 -7.989  -0.353
C: 3.639 -0.867 -7.452  -0.154
C: 4.496 0.893 -8.824  -0.125
H: 5.585 2.823 -6.689  0.081
H: 4.481 4.083 -6.109  0.085
H: 4.379 3.492 -7.752  0.047
H: 4.686 0.917 -4.910  0.073
H: 3.076 1.407 -4.367  0.063
H: 4.391 2.565 -4.315  0.083
H: 2.121 4.181 -7.988  0.085
H: 1.336 3.919 -9.544  0.085
H: 3.006 3.521 -9.390  0.056
H: -0.308 2.682 -8.079  0.079
H: -0.025 0.950 -8.317  0.071
H: 0.017 2.026 -9.703  0.079
H: 4.433 -0.859 -6.695  0.070
H: 3.915 -1.572 -8.243  0.076
H: 2.730 -1.259 -6.985  0.070
H: 5.435 0.954 -8.263  0.083
H: 4.322 1.843 -9.322  0.062
H: 4.644 0.166 -9.630  0.089

***

4.
Below is a structure of composition C21H32F6FeN5O2, with properties calculated with ωB97M-V with the def2-TZVPD basis set.

Properties
ΔE to the lowest compared entry with this formula, charge and spin	0.00	kJ/mol
E_LUMO (spin up / spin down)	-6.19 / -6.71	eV
total charge	+2
energy	-84523.2120	eV
strongest force on any atom	0.01527	Eh/bohr
multiplicity	2
HOMO-LUMO gap (spin up / spin down)	0.3481 / 0.3240	hartree

Last column: Mulliken spin population.
Positions of all 67 atoms, in Å:
Fe: -0.201 0.299 0.645  1.049
C: 1.858 0.881 2.501  0.003
C: 2.236 1.778 1.344  0.001
N: 1.079 1.878 0.396  -0.002
C: 1.551 1.958 -1.006  -0.002
C: 1.538 0.566 -1.593  0.006
C: 2.220 0.153 -2.722  -0.003
C: 1.985 -1.128 -3.206  0.004
C: 1.070 -1.961 -2.572  -0.003
C: 0.427 -1.493 -1.442  0.000
C: -0.644 -2.223 -0.668  0.003
N: -0.697 -1.678 0.713  -0.006
C: 0.199 -2.407 1.661  -0.001
C: 0.735 -1.404 2.664  -0.002
N: 1.248 -0.291 1.844  -0.044
N: 0.694 -0.268 -0.972  -0.045
H: 1.099 1.350 3.115  0.000
H: 2.713 0.598 3.116  -0.001
H: 3.064 1.329 0.790  0.000
H: 2.561 2.765 1.670  0.000
H: 0.510 2.685 0.641  0.000
H: 2.534 2.423 -1.079  -0.001
H: 0.863 2.586 -1.576  0.001
H: 2.912 0.822 -3.216  0.000
H: 2.509 -1.476 -4.086  0.000
H: 0.861 -2.953 -2.950  0.000
H: -0.466 -3.299 -0.660  -0.001
H: -1.610 -2.047 -1.141  -0.002
H: -1.656 -1.710 1.053  -0.002
H: 1.019 -2.830 1.076  0.001
H: -0.330 -3.231 2.138  0.000
H: 1.504 -1.814 3.320  -0.002
H: -0.079 -1.023 3.272  0.004
H: 1.950 -0.675 1.208  0.002
O: -1.900 0.509 -0.404  -0.005
C: -2.571 1.390 -0.969  -0.003
C: -4.059 1.311 -1.030  -0.001
C: -4.403 0.633 -2.381  0.000
C: -3.708 1.179 -3.637  0.000
C: -2.199 0.896 -3.732  0.000
C: -1.312 1.876 -2.950  0.000
N: -1.992 2.363 -1.724  0.001
H: -4.485 2.316 -1.002  0.000
H: -4.458 0.736 -0.203  0.000
H: -5.481 0.723 -2.513  0.000
H: -4.191 -0.436 -2.296  0.000
H: -3.906 2.251 -3.751  0.000
H: -4.190 0.707 -4.493  0.000
H: -1.889 0.914 -4.777  0.000
H: -2.014 -0.124 -3.377  0.000
H: -1.081 2.759 -3.543  0.000
H: -0.374 1.398 -2.684  0.001
H: -2.663 3.081 -1.963  0.000
C: -1.361 1.435 4.414  0.007
C: -1.928 1.424 2.994  -0.022
O: -0.980 1.275 2.002  0.047
C: -2.562 2.814 2.715  0.010
F: -3.081 2.893 1.478  0.001
F: -3.518 3.119 3.586  0.000
F: -1.605 3.752 2.793  0.000
C: -3.011 0.319 2.916  0.007
F: -3.835 0.329 3.952  0.000
F: -2.383 -0.898 2.918  0.000
F: -3.743 0.349 1.802  0.001
H: -0.620 2.228 4.504  0.001
H: -0.899 0.480 4.657  0.000
H: -2.142 1.621 5.147  0.000

***

5.
Below is a structure of composition C42H51N5O10PS2SbW in a non-equilibrium geometry, with properties calculated with ωB97M-V with the def2-TZVPD basis set.

Properties
ΔE to the lowest compared entry with this formula, charge and spin	66.12	kJ/mol
E_LUMO (spin up / spin down)	-3.88 / -4.03	eV
total charge	+1
energy	-111620.9378	eV
strongest force on any atom	0.05114	Eh/bohr
multiplicity	2
HOMO-LUMO gap (spin up / spin down)	0.2471 / 0.2500	hartree

Last column: Mulliken spin population.
Positions of all 113 atoms, in Å:
W: -0.002 -0.120 -0.502  0.748
C: -4.545 1.235 0.412  0.000
C: -3.775 0.664 -0.752  -0.003
C: -4.123 -0.590 -1.254  0.003
C: -5.311 -1.306 -0.663  0.001
C: -3.413 -1.151 -2.329  -0.014
C: -3.763 -2.521 -2.857  0.002
C: -2.375 -0.439 -2.923  0.022
C: -1.731 -1.004 -4.162  0.004
C: -1.988 0.816 -2.398  -0.056
C: -0.966 1.647 -3.164  0.027
C: -2.746 1.407 -1.357  0.038
C: -2.738 2.903 -1.117  -0.005
H: -5.474 1.718 0.096  0.000
H: -3.965 1.980 0.953  0.000
H: -4.821 0.453 1.119  0.000
H: -6.112 -0.606 -0.432  0.000
H: -5.052 -1.810 0.275  0.000
H: -5.718 -2.054 -1.337  0.000
H: -4.526 -2.467 -3.638  0.000
H: -4.149 -3.168 -2.072  0.000
H: -2.893 -3.015 -3.283  -0.001
H: -1.086 -0.297 -4.676  -0.001
H: -2.501 -1.303 -4.875  0.000
H: -1.148 -1.895 -3.928  0.002
H: -1.455 2.162 -3.999  -0.002
H: -0.212 0.986 -3.590  0.008
H: 0.623 2.531 -2.458  0.007
H: -3.668 3.209 -0.644  0.000
H: -2.658 3.427 -2.067  0.000
H: -1.921 3.262 -0.501  0.008
C: 5.548 -1.223 -0.996  0.000
C: 4.703 -2.405 -0.599  0.001
O: 3.462 -1.889 -0.041  0.005
P: 2.404 -2.885 0.571  0.009
S: 1.895 -4.374 -0.514  0.024
S: 0.880 -1.616 1.277  0.011
O: 3.075 -3.258 1.963  -0.002
C: 2.513 -4.287 2.814  0.000
C: 2.611 -3.815 4.243  -0.001
H: 6.495 -1.571 -1.411  0.000
H: 5.761 -0.593 -0.133  0.000
H: 5.046 -0.621 -1.753  0.000
H: 5.192 -3.017 0.159  0.000
H: 4.450 -3.038 -1.452  -0.001
H: 3.081 -5.200 2.637  0.000
H: 1.478 -4.475 2.520  -0.001
H: 3.648 -3.629 4.519  0.000
H: 2.209 -4.574 4.916  0.000
H: 2.049 -2.890 4.378  0.001
O: 5.213 -0.085 -5.006  0.001
N: 4.558 -1.097 -5.161  -0.001
O: 4.805 -1.980 -5.952  0.002
C: 3.367 -1.259 -4.305  0.009
C: 2.648 -2.433 -4.389  -0.010
C: 1.531 -2.593 -3.585  0.015
C: 1.168 -1.598 -2.670  0.046
O: 0.172 -1.643 -1.805  -0.007
C: 1.925 -0.417 -2.638  0.026
C: 3.021 -0.225 -3.448  -0.011
N: 1.439 0.613 -1.773  -0.003
O: 1.817 0.312 -0.422  -0.025
O: -0.328 2.579 -2.305  0.009
N: 0.792 -3.856 -3.693  0.000
O: 1.360 -4.795 -4.199  0.002
O: -0.313 -3.905 -3.183  0.002
H: 2.945 -3.216 -5.069  0.000
H: 3.596 0.690 -3.415  0.001
C: -1.727 -3.883 -0.488  0.002
N: -2.298 -3.206 0.679  -0.002
C: -2.169 -1.921 0.931  -0.012
N: -2.663 -1.396 2.068  -0.001
O: -1.661 -1.133 0.072  0.034
H: -2.487 -4.521 -0.933  0.000
H: -0.857 -4.466 -0.192  0.000
H: -1.401 -3.137 -1.206  -0.005
H: -2.710 -3.777 1.400  0.000
H: -2.931 -1.975 2.845  0.000
H: -2.502 -0.420 2.241  -0.002
C: -3.521 4.752 3.279  0.000
C: -3.403 3.428 3.677  0.000
C: -2.411 2.630 3.129  -0.003
C: -1.537 3.138 2.171  -0.008
C: -1.648 4.471 1.793  -0.002
C: -2.639 5.273 2.345  0.000
Sb: 0.008 1.847 1.485  0.098
C: 1.515 3.157 0.819  -0.017
C: 1.269 4.095 -0.180  0.012
C: 2.304 4.886 -0.661  -0.002
C: 3.588 4.733 -0.159  0.000
C: 3.840 3.787 0.824  0.001
C: 2.808 2.998 1.312  0.004
C: 0.636 1.420 3.454  0.010
C: 0.406 0.216 4.111  -0.005
C: 0.717 0.085 5.459  0.001
C: 1.263 1.150 6.156  -0.001
C: 1.483 2.359 5.509  0.001
C: 1.158 2.498 4.169  -0.003
H: -4.290 5.381 3.708  0.000
H: -4.074 3.022 4.423  0.000
H: -2.308 1.609 3.488  0.000
H: -0.962 4.906 1.079  0.000
H: -2.715 6.310 2.046  0.000
H: 0.283 4.208 -0.613  0.002
H: 2.104 5.620 -1.431  0.000
H: 4.395 5.348 -0.536  0.000
H: 4.842 3.659 1.212  0.000
H: 3.021 2.257 2.073  -0.001
H: 0.001 -0.635 3.583  0.006
H: 0.535 -0.857 5.961  0.000
H: 1.514 1.043 7.203  0.000
H: 1.901 3.198 6.049  0.000
H: 1.317 3.457 3.688  0.000